(1)
DFT (wB97M-V/def2-TZVPD) results for a structure of composition C42H67GeN4O4P2RbS.

Last column: Löwdin charge in e.
Geometry (Å):
Rb -0.180 0.108 -0.098  0.63
O 0.664 4.602 1.247  0.08
C 0.074 3.460 0.817  -0.45
O 0.636 2.772 -0.011  -0.04
C -1.258 3.174 1.445  -0.29
C -1.895 4.139 2.216  -0.10
C -3.114 3.720 2.823  -0.14
C -3.601 2.470 2.636  -0.05
C -2.889 1.525 1.771  -0.23
N -1.686 1.956 1.188  0.03
C -3.307 0.262 1.530  -0.44
O -4.536 -0.225 1.995  -0.01
O -2.610 -0.605 0.746  -0.38
H 1.531 4.604 0.815  0.12
H -1.462 5.112 2.385  0.08
H -3.650 4.410 3.470  0.08
H -4.504 2.143 3.136  0.08
H -5.238 0.194 1.486  0.08
C 2.801 -4.908 0.469  -0.13
C 1.912 -3.798 -0.085  -0.56
C 0.571 -3.797 0.655  -0.14
P 2.553 -2.040 -0.029  1.05
C 3.656 -1.946 -1.547  -0.56
C 4.625 -3.067 -1.914  -0.12
C 4.374 -0.598 -1.518  -0.13
C 3.650 -1.965 1.415  -0.30
C 4.844 -2.654 1.595  -0.10
C 5.645 -2.521 2.722  -0.32
C 6.909 -3.320 2.894  -0.09
C 5.192 -1.643 3.714  -0.09
C 4.016 -0.943 3.598  -0.04
C 3.170 -1.072 2.446  -0.35
N 2.005 -0.472 2.291  0.03
C 1.545 0.524 3.131  -0.25
C 2.164 1.787 3.208  -0.22
C 3.378 2.075 2.369  -0.05
C 1.598 2.788 3.989  -0.04
C 0.413 2.599 4.685  -0.29
C -0.216 3.713 5.477  -0.06
C -0.215 1.365 4.565  -0.02
C 0.320 0.338 3.804  -0.20
C -0.417 -0.962 3.651  -0.03
H 2.283 -5.870 0.394  0.07
H 3.026 -4.727 1.521  0.07
H 3.751 -4.997 -0.059  0.05
H 1.714 -3.983 -1.149  0.07
H 0.704 -3.454 1.685  0.07
H 0.140 -4.801 0.685  0.07
H -0.155 -3.136 0.181  0.04
H 2.893 -1.908 -2.335  0.05
H 5.437 -3.144 -1.190  0.06
H 5.083 -2.868 -2.891  0.06
H 4.123 -4.033 -1.974  0.06
H 5.087 -0.570 -0.691  0.07
H 3.668 0.221 -1.368  0.06
H 4.920 -0.419 -2.450  0.07
H 5.174 -3.344 0.825  0.08
H 7.258 -3.706 1.934  0.06
H 6.774 -4.181 3.559  0.06
H 7.716 -2.714 3.317  0.06
H 5.792 -1.513 4.614  0.10
H 3.697 -0.279 4.392  0.10
H 3.164 1.858 1.319  0.08
H 4.235 1.457 2.647  0.06
H 3.667 3.125 2.461  0.07
H 2.084 3.761 4.025  0.11
H 0.530 4.449 5.783  0.06
H -0.705 3.331 6.376  0.07
H -0.974 4.227 4.880  0.06
H -1.169 1.205 5.057  0.12
H -1.210 -1.045 4.396  0.08
H 0.264 -1.809 3.747  0.07
H -0.889 -1.035 2.668  0.06
C -2.864 3.058 -2.737  -0.15
C -1.439 2.985 -3.277  -0.42
P -0.735 1.277 -3.231  0.92
C -1.643 0.432 -4.603  -0.43
C -2.949 -0.221 -4.158  -0.18
C 0.850 1.610 -4.138  -0.43
C 1.786 2.544 -3.374  -0.16
H -3.178 4.095 -2.603  0.06
H -2.935 2.558 -1.769  0.07
H -3.572 2.580 -3.414  0.05
H -0.789 3.582 -2.631  0.06
H -1.370 3.397 -4.293  0.07
H -0.957 -0.343 -4.959  0.05
H -1.801 1.136 -5.431  0.07
H -2.786 -0.853 -3.284  0.01
H -3.377 -0.825 -4.962  0.06
H -3.692 0.519 -3.862  0.05
H 0.636 2.001 -5.141  0.07
H 1.330 0.637 -4.274  0.04
H 1.439 3.576 -3.429  0.06
H 2.799 2.511 -3.779  0.06
H 1.833 2.278 -2.316  0.05
S -0.328 -2.670 -2.904  0.72
C 0.699 -3.045 -4.126  -0.88
N 1.627 -2.210 -4.708  0.01
C 2.529 -2.971 -5.557  -0.16
C 1.629 -4.148 -5.952  -0.17
N 0.795 -4.262 -4.768  0.00
H 1.988 -1.479 -4.113  0.10
H 3.412 -3.314 -5.005  0.11
H 2.851 -2.387 -6.420  0.11
H 2.195 -5.062 -6.134  0.11
H 1.040 -3.907 -6.846  0.11
H -0.042 -4.823 -4.769  0.12
C -4.654 -3.044 -2.400  -0.25
Ge -4.426 -2.304 -0.563  0.75
C -6.339 -2.245 0.065  -0.26
C -3.667 -3.772 0.518  -0.22
C -3.178 -0.850 -0.608  -0.34
H -5.261 -3.952 -2.375  -0.01
H -3.677 -3.282 -2.821  -0.02
H -5.142 -2.327 -3.063  0.00
H -6.830 -3.186 -0.196  -0.01
H -6.897 -1.426 -0.393  -0.01
H -6.367 -2.121 1.147  -0.01
H -4.369 -4.605 0.605  0.00
H -3.434 -3.398 1.515  0.01
H -2.742 -4.134 0.068  0.00
H -3.638 0.097 -0.943  0.00

Energy above the lowest of the compared OMol25 structures with the same formula, charge and spin ... 136.2 kJ/mol
Net charge ... -2


(2)
DFT (wB97M-V/def2-TZVPD) results for a structure of composition C42H68Br3F2N2O22S at a distorted geometry.

Last column: Löwdin charge in e.
Geometry (Å):
C 1.593 0.469 -1.252  -0.03
C 1.121 0.627 0.180  -0.24
C -0.368 1.017 0.294  -0.20
O -0.816 1.149 1.599  -0.17
C -2.216 0.911 1.741  -0.08
N 1.366 -0.660 1.017  0.25
H 1.167 -1.506 0.502  0.09
H 2.341 -0.794 1.246  0.06
H 0.804 -0.619 1.856  0.13
H 1.014 -0.310 -1.748  0.06
H 2.644 0.184 -1.312  0.07
H 1.390 1.405 -1.773  0.09
H 1.844 1.259 0.696  0.13
H -0.895 0.171 -0.147  0.11
H -0.618 1.908 -0.283  0.14
H -2.377 -0.152 1.564  0.09
H -2.762 1.612 1.108  0.08
H -2.562 1.159 2.744  0.08
C 5.009 -4.727 -2.440  -0.04
C 3.541 -4.382 -2.529  -0.26
C 2.742 -5.635 -2.985  -0.22
O 1.438 -5.228 -3.288  -0.21
C 0.645 -6.345 -3.835  -0.06
N 3.018 -3.892 -1.156  0.26
H 2.026 -3.716 -1.088  0.10
H 3.307 -4.502 -0.405  0.16
H 3.435 -3.001 -0.926  0.07
H 5.521 -3.769 -2.353  0.09
H 5.419 -5.120 -3.370  0.08
H 5.296 -5.453 -1.679  0.10
H 3.295 -3.672 -3.318  0.14
H 2.661 -6.367 -2.181  0.13
H 3.206 -6.053 -3.879  0.13
H -0.351 -5.968 -4.068  0.08
H 0.540 -7.086 -3.042  0.08
H 1.046 -6.825 -4.728  0.08
C -0.636 -2.935 -2.009  -0.33
O 0.071 -2.796 -0.794  -0.44
H -0.171 -2.329 -2.787  -0.01
H -0.624 -4.012 -2.175  0.04
H -1.642 -2.555 -1.830  0.03
S 5.014 -1.443 0.737  0.06
O 5.357 -2.765 1.289  -0.42
O 6.221 -0.647 0.799  -0.38
O 4.485 -1.568 -0.561  -0.39
O 4.077 -0.804 1.583  -0.38
C -3.839 4.689 -0.673  0.00
C -4.430 5.431 0.568  -0.32
C -5.882 5.265 0.901  -0.03
O -5.905 4.846 2.317  0.11
C -4.697 4.576 2.694  -0.59
O -4.369 4.116 3.772  0.12
O -3.844 4.885 1.705  0.08
H -2.756 4.674 -0.797  0.09
H -4.286 4.989 -1.621  0.09
H -3.892 3.603 -0.586  0.05
H -4.094 6.468 0.539  0.15
H -6.360 4.528 0.255  0.13
H -6.359 6.238 0.789  0.13
C -4.104 0.282 5.737  0.01
C -2.807 1.112 5.934  -0.32
C -3.002 2.651 6.101  -0.09
O -2.561 2.911 7.411  0.09
C -2.145 1.788 7.978  -0.60
O -1.824 1.677 9.141  0.13
O -2.213 0.801 7.135  0.10
H -4.450 0.303 4.704  0.06
H -4.787 0.831 6.385  0.09
H -4.038 -0.734 6.127  0.09
H -2.038 0.905 5.190  0.13
H -4.071 2.839 6.008  0.12
H -2.388 3.151 5.351  0.13
C 4.094 2.892 1.327  -0.02
C 5.465 3.334 1.766  -0.32
C 6.664 2.505 1.252  -0.11
O 7.429 3.393 0.514  0.08
C 6.861 4.611 0.506  -0.51
O 7.248 5.555 -0.194  0.10
O 5.772 4.613 1.299  0.09
H 3.714 1.952 1.729  0.07
H 4.058 2.794 0.242  0.09
H 3.331 3.618 1.604  0.08
H 5.516 3.250 2.852  0.15
H 6.194 1.766 0.603  0.10
H 7.257 1.925 1.959  0.14
C -3.256 -1.170 -4.246  -0.01
C -4.143 -0.452 -3.240  -0.35
C -3.408 0.172 -2.080  -0.06
O -3.917 1.510 -2.079  0.06
C -4.613 1.742 -3.156  -0.54
O -5.154 2.813 -3.452  0.10
O -4.647 0.621 -3.933  0.07
H -3.655 -1.220 -5.259  0.09
H -3.026 -2.202 -3.980  0.08
H -2.361 -0.549 -4.283  0.04
H -5.068 -0.947 -2.945  0.16
H -2.319 0.153 -2.112  0.13
H -3.765 -0.266 -1.148  0.13
C 5.178 -0.203 -4.763  -0.05
C 4.961 0.304 -3.328  -0.28
C 6.240 0.734 -2.610  -0.06
O 6.211 2.148 -2.665  0.11
C 5.138 2.590 -3.197  -0.58
O 4.950 3.776 -3.487  0.10
O 4.260 1.563 -3.384  0.03
H 5.616 -1.201 -4.790  0.08
H 5.799 0.456 -5.369  0.09
H 4.217 -0.312 -5.267  -0.03
H 4.354 -0.409 -2.769  0.12
H 7.118 0.426 -3.179  0.13
H 6.413 0.358 -1.601  0.12
F -6.894 -2.490 2.076  0.06
C -6.647 -1.332 1.412  -0.28
C -5.786 -0.457 2.025  0.00
C -5.516 0.758 1.426  -0.09
C -6.161 1.132 0.294  -0.09
C -6.908 0.173 -0.428  -0.05
C -7.179 -1.062 0.183  -0.02
H -5.378 -0.694 2.996  0.10
H -4.768 1.440 1.804  0.09
H -5.922 2.087 -0.152  0.09
H -7.326 0.394 -1.399  0.11
H -7.845 -1.805 -0.230  0.12
F -2.413 -1.385 3.629  0.00
C -1.238 -2.103 3.646  -0.23
C -0.251 -1.842 4.625  -0.04
C 0.983 -2.367 4.487  -0.08
C 1.286 -3.261 3.421  -0.06
C 0.317 -3.454 2.437  -0.11
C -0.979 -2.942 2.535  -0.01
H -0.465 -1.089 5.369  0.11
H 1.762 -2.097 5.185  0.11
H 2.246 -3.746 3.320  0.11
H 0.535 -4.083 1.585  0.09
H -1.686 -3.048 1.726  0.11
C 1.214 0.784 -5.278  -1.45
Br 2.624 1.413 -6.581  0.57
Br 1.372 -1.181 -4.956  0.57
Br -0.555 1.168 -5.987  0.57
H 1.372 1.388 -4.385  -0.03

Net charge ... -1


(3)
DFT (wB97M-V/def2-TZVPD) results for a cluster of 4 separate species, C42H68N3O5S3 in total at a distorted geometry.

Last column: Löwdin charge in e.
Geometry (Å):
C 4.283 -1.248 5.607  -0.02
N 3.310 -0.912 4.550  -0.10
C 3.488 -1.712 3.332  -0.05
C 3.161 0.433 4.356  -0.53
O 3.138 1.220 5.272  0.07
C 2.975 0.993 2.954  -0.24
S 3.372 2.753 2.915  1.22
C 3.812 3.141 1.203  -0.32
C 2.861 2.539 0.166  -0.21
C 1.507 3.240 0.069  -0.20
N 0.465 2.537 0.839  -0.05
C -0.748 2.269 0.060  -0.16
C -1.684 1.308 0.740  -0.14
C -1.240 0.288 1.578  -0.04
C -2.116 -0.598 2.191  -0.08
C -3.478 -0.475 1.954  -0.06
C -3.932 0.540 1.128  0.00
C -3.058 1.422 0.516  -0.27
O -3.550 2.423 -0.300  0.04
C 4.892 3.089 3.826  -0.31
C 6.197 2.546 3.244  -0.26
C 6.254 1.023 3.213  -0.48
S 7.922 0.352 3.194  0.96
C 8.105 -0.325 1.572  -1.09
S 9.234 -1.461 1.390  0.77
N 7.276 0.281 0.582  -0.11
C 7.914 1.314 -0.205  -0.21
C 9.281 1.440 -0.389  -0.02
C 9.810 2.491 -1.139  -0.06
C 8.978 3.440 -1.715  -0.08
C 7.605 3.309 -1.539  -0.07
C 7.077 2.266 -0.790  -0.03
C 6.440 -0.619 -0.186  -0.23
C 6.891 -1.713 -0.914  -0.02
C 5.993 -2.501 -1.625  -0.05
C 4.629 -2.222 -1.637  -0.06
C 4.182 -1.108 -0.940  -0.07
C 5.082 -0.322 -0.227  -0.05
H 4.943 -2.029 5.244  0.09
H 3.785 -1.649 6.484  0.10
H 4.860 -0.392 5.935  0.08
H 3.443 -2.767 3.581  0.10
H 2.686 -1.519 2.626  0.09
H 4.450 -1.546 2.843  0.09
H 1.919 0.924 2.701  0.09
H 3.527 0.466 2.184  0.06
H 3.751 4.222 1.139  0.11
H 4.831 2.834 0.980  0.06
H 3.367 2.664 -0.791  0.13
H 2.744 1.463 0.277  0.09
H 1.209 3.375 -0.970  0.12
H 1.594 4.246 0.484  0.12
H 0.858 1.638 1.081  0.04
H -0.483 1.883 -0.935  0.13
H -1.273 3.206 -0.101  0.13
H -0.181 0.175 1.768  0.08
H -1.717 -1.359 2.843  0.10
H -4.167 -1.160 2.421  0.11
H -4.992 0.657 0.951  0.11
H -3.452 2.143 -1.215  0.12
H 4.959 4.176 3.839  0.11
H 4.770 2.770 4.855  0.10
H 6.456 2.973 2.278  0.10
H 6.978 2.878 3.928  0.12
H 5.673 0.632 2.384  0.05
H 5.796 0.660 4.133  0.06
H 9.967 0.736 0.054  0.08
H 10.881 2.550 -1.244  0.11
H 9.407 4.255 -2.275  0.11
H 6.963 4.056 -1.981  0.10
H 6.003 2.226 -0.675  0.08
H 7.939 -1.962 -0.924  0.08
H 6.337 -3.360 -2.178  0.11
H 3.926 -2.841 -2.170  0.10
H 3.132 -0.845 -0.932  0.10
H 4.704 0.547 0.293  0.06
C -8.631 0.581 2.299  -0.07
C -8.408 0.374 0.810  -0.28
O -8.210 -0.977 0.440  -0.16
C -9.283 -1.861 0.725  -0.28
C -10.579 -1.490 0.028  -0.08
H -7.818 0.134 2.873  0.08
H -8.680 1.646 2.528  0.08
H -9.563 0.126 2.637  0.07
H -7.498 0.895 0.508  0.11
H -9.228 0.816 0.232  0.09
H -9.435 -1.943 1.807  0.11
H -8.950 -2.841 0.382  0.12
H -10.977 -0.539 0.385  0.07
H -11.337 -2.253 0.208  0.08
H -10.424 -1.398 -1.047  0.08
C -13.678 2.010 -3.536  -0.08
C -13.381 1.679 -2.084  -0.28
O -12.151 1.004 -1.888  -0.17
C -10.987 1.697 -2.294  -0.28
C -10.765 3.011 -1.564  -0.08
H -13.626 1.111 -4.151  0.08
H -14.676 2.440 -3.626  0.08
H -12.969 2.732 -3.944  0.07
H -14.146 1.001 -1.704  0.12
H -13.426 2.582 -1.464  0.11
H -10.991 1.853 -3.379  0.11
H -10.158 1.020 -2.079  0.10
H -11.540 3.742 -1.796  0.07
H -9.805 3.443 -1.853  0.08
H -10.769 2.854 -0.484  0.08
C 1.444 -5.192 -5.901  -0.08
C 2.957 -5.306 -5.824  -0.28
O 3.474 -5.216 -4.507  -0.17
C 3.036 -6.213 -3.600  -0.29
C 3.403 -7.628 -4.014  -0.08
H 1.104 -4.278 -5.412  0.08
H 1.122 -5.173 -6.943  0.08
H 0.946 -6.033 -5.416  0.07
H 3.410 -4.477 -6.369  0.12
H 3.301 -6.226 -6.308  0.11
H 1.957 -6.127 -3.430  0.11
H 3.522 -5.980 -2.652  0.11
H 2.892 -7.929 -4.929  0.07
H 3.122 -8.332 -3.231  0.08
H 4.476 -7.707 -4.191  0.08

Net charge ... +1


Listing lowest unoccupied orbital energy for the structures above in their given order: 3.315, 1.066, -2.727 eV.
Listing energy for the structures above in their given order: -5342.46839, -11725.93238, -3375.85490 Eh.